ORCA calculation (ωB97M-V with the def2-TZVPD basis set) on a cluster of 9 separate species, C85H180F6N7O4 in total in a non-equilibrium geometry.

Geometry (Å):
H  -6.43573  2.73538  -2.83476
C  -3.12369  6.47709  10.42128
H  -5.39016  6.72320  -5.47778
H  -4.03241  6.45656  9.81970
H  -4.03057  7.23401  12.11918
C  2.48921  -2.78137  -7.46549
C  9.04413  2.46058  2.42710
C  -6.85753  3.74002  -2.80482
C  -2.17036  11.47580  15.83274
C  1.72157  -17.50376  -0.44340
C  -7.64601  -13.65886  -4.10854
H  -6.86209  6.70406  -2.17351
C  0.72637  0.56851  -10.92293
H  1.50388  1.98858  -9.45366
C  -0.88013  -2.53141  -8.83419
H  6.52532  8.76315  -8.99914
C  -2.75442  9.78515  -0.25781
H  -1.32436  -3.22967  1.25016
H  -0.07982  -3.51651  0.06492
C  -5.79767  4.83080  -2.97103
H  -3.11259  5.07252  16.19560
H  9.10918  -2.78951  1.57829
C  6.30418  10.74501  -10.64788
H  -8.68062  -11.08477  -4.36236
H  -3.47803  -16.37463  -4.96075
C  -4.65950  7.24426  -4.85910
H  9.72482  -0.28263  2.19725
C  -5.95964  8.80266  -3.58877
C  10.60071  2.20121  0.50706
C  -2.57339  5.93302  15.79948
H  -4.48809  8.62162  -6.41964
H  -6.71026  -4.00242  11.06763
H  -3.04572  -2.44341  10.82638
H  -6.43325  -2.31026  6.19812
H  0.96525  0.60163  -11.98592
C  -4.37653  7.79537  -0.98336
H  -8.64643  -17.34107  -2.37757
H  1.58206  -16.18580  1.14735
C  1.00945  -13.09993  -1.36657
H  -7.89209  -16.22134  -4.92081
H  -3.35053  -15.50200  -6.43030
H  -2.12440  10.17134  0.54345
H  -0.96990  -2.77962  -9.89175
C  7.94007  4.38097  1.33585
H  4.82290  10.33055  -8.25165
H  5.94511  11.41869  -7.43166
H  -9.00697  -15.65736  -0.83683
H  -1.96384  -2.69891  -7.03512
H  -5.19135  -15.84306  -3.16820
C  7.40127  -1.77310  1.81006
H  -5.03857  -14.17566  -3.07555
C  -5.53006  -2.83402  5.88503
H  9.82993  10.65745  -8.36816
H  4.48566  -4.02817  -9.06882
H  -5.32688  -13.95002  -5.50189
C  -8.75994  -11.33268  -2.24871
H  -2.35111  6.48453  9.65241
H  -5.84474  -1.67422  11.13538
H  9.53143  4.53528  3.04631
F  0.36174  0.77493  1.58618
H  -2.17259  9.86057  -1.17645
C  -1.93305  11.40010  14.28107
H  -1.53014  -5.45425  6.74577
O  0.86683  -15.35054  -0.65930
O  -0.34235  -0.08979  -1.33718
H  -0.36572  -7.18605  9.05958
C  -3.13952  8.27997  -0.07791
H  8.65271  11.15128  -7.18073
H  -3.67029  6.78964  -4.91261
H  0.23883  -1.61548  -11.19324
H  2.31758  -4.98563  -7.90312
C  4.36682  -4.42027  -8.05875
H  6.51664  11.57452  -11.32233
H  2.93002  -4.63548  -6.39489
H  -1.16702  12.10270  13.95293
H  13.37408  3.16938  -0.01787
F  2.11942  -18.58935  0.28086
H  -2.56471  6.76638  16.50199
C  -4.54542  -3.12318  7.03886
H  -3.65781  -3.59587  6.61834
O  -0.41976  -16.79704  0.61000
H  -1.71349  -4.49944  -1.29621
C  -5.69662  -3.87876  11.44890
C  0.82478  -14.05641  -0.12609
C  6.89177  9.63042  -8.44992
H  4.69040  8.01075  -5.17174
C  -5.10627  -14.97996  -5.22144
N  -6.96448  -14.82950  -3.40036
H  -5.09554  -2.31471  5.03086
C  4.84096  8.39960  -6.17883
H  6.63452  -1.30022  1.19639
H  -5.05774  4.60365  -2.20357
H  -6.21966  -12.13571  -4.60039
H  0.53938  -6.62082  7.62508
H  10.82542  12.32116  -6.95675
C  9.47360  -0.54046  1.16842
H  -5.55289  9.49850  -2.85496
H  1.11071  -12.05204  -1.08416
H  0.31133  -13.30135  -2.17906
H  8.90995  10.46579  -11.17778
H  -1.21117  9.85037  12.85645
H  -3.26408  8.10515  0.99076
H  10.65919  13.06751  -8.57703
H  6.88229  4.58847  1.49751
H  -8.08270  -11.50783  -1.41280
C  -7.60914  -16.20712  -3.86828
H  -2.31067  -3.80098  8.50210
C  9.16251  11.47274  -8.08895
C  -0.25510  -6.38192  8.33207
C  -2.82376  -5.89125  8.47214
H  13.04778  2.97037  1.69388
H  8.09572  8.60299  -12.36754
H  -9.32978  -10.43886  -1.99478
H  4.52171  10.40392  -5.80568
H  -2.78273  11.90431  13.82075
F  -1.85037  0.67955  1.17659
H  -5.82138  -3.80893  5.49412
C  12.77154  3.54440  0.80942
H  -3.00217  5.45187  10.77092
C  -7.94099  -11.17264  -3.56655
C  1.76105  1.08678  -10.00927
H  5.56709  7.69366  -6.58190
H  -5.79382  10.48628  -4.68337
F  -0.84961  -0.90313  2.21921
C  -0.39593  -0.73537  -0.15675
O  -1.34844  -1.83883  -0.38249
H  7.15440  2.61273  0.39131
C  -5.79595  9.43123  -4.95715
C  8.52963  9.71165  -10.48876
H  6.26362  10.01386  -5.68551
H  -3.42516  8.20405  -2.89925
H  10.65530  1.90482  -0.54045
H  3.19218  -2.25758  -9.62218
C  -1.44627  9.99466  13.91097
H  -1.82034  12.45969  16.14507
N  1.33544  -1.22732  -9.26560
C  2.32523  -2.33808  -8.96642
H  10.40591  -0.62861  0.61062
H  3.16142  -2.08402  -6.96555
H  0.12864  6.77350  14.21660
C  -5.46684  -14.94391  -3.71933
H  8.29148  5.26656  0.80635
C  5.73885  10.37354  -7.66235
C  7.64966  8.88560  -11.41399
C  2.06831  0.03339  -8.86178
H  -1.52478  10.76416  16.34741
H  -4.59365  -2.30824  12.33330
H  -7.24395  3.80248  -1.78753
H  11.25553  1.53257  1.06584
H  -4.12588  -2.16307  7.33931
C  5.34294  9.83433  -6.24068
H  -0.58718  5.58716  16.43436
H  5.49968  8.87784  -11.43068
H  0.14444  -1.24713  -7.44030
H  -0.89546  4.87758  14.84569
H  8.52710  3.45851  -0.55875
H  1.77668  0.36050  -7.86376
N  -4.11515  -3.88398  9.58038
H  -7.38948  -10.24461  -3.41591
F  2.92731  -17.00518  -0.81248
H  -5.89697  -3.47854  8.82043
H  -7.64925  3.81120  -3.55061
H  -3.42189  5.70690  13.79757
C  -5.10555  -2.43712  11.37964
H  3.15549  -0.01354  -8.92452
C  -4.63412  -4.77808  10.76281
H  7.72811  0.62592  0.90959
H  -6.98525  -13.91963  -1.40014
N  -2.06079  7.36613  14.01076
C  8.11015  3.13679  0.39557
H  -3.09459  -3.78767  -0.62462
H  8.61677  0.77414  -0.48946
H  -3.72719  -6.12275  7.90793
H  -6.98210  6.35521  -3.91887
H  -3.23581  8.41130  11.11007
H  -0.04573  -5.46418  8.88162
C  -4.05140  7.42632  -2.46214
H  9.96778  2.09972  2.87958
C  6.32846  9.57498  -11.55415
C  2.97332  -4.26249  -7.41818
H  -0.64122  -0.45684  -8.75670
H  -2.34385  7.56788  -0.29684
H  6.17334  9.91515  -12.57802
H  7.80303  9.28229  -7.96361
H  -2.81445  -6.64035  9.26388
C  -4.50482  8.72362  -5.33455
C  8.67173  3.97258  2.68246
H  -9.50039  -14.44904  -1.93109
H  -2.20713  -5.06685  0.28213
H  -2.96047  -3.13969  -8.43111
C  8.76756  0.67890  0.58584
H  -3.57634  10.49739  -0.33038
H  1.52175  -2.76770  -6.96356
H  -2.26613  -4.53733  10.20114
H  -7.01501  8.67908  -3.34582
C  -2.11688  -4.17442  -0.33718
N  7.44758  10.54299  -9.61935
H  -2.65333  8.91240  15.34662
C  8.09399  11.80098  -9.10843
H  -3.21862  11.31097  16.08190
H  -3.50616  8.94925  14.00903
H  1.53880  -13.79934  0.65634
C  0.92685  -16.44193  0.31476
H  -4.98469  -5.76461  10.45954
C  -1.79870  7.13954  12.44961
H  -0.32599  0.80642  -10.76796
H  -5.19607  8.48833  -0.79292
H  3.89257  8.35032  -6.71383
C  -3.10162  7.44080  11.58777
H  -9.76291  -16.51747  -3.34312
C  -1.08896  -3.12431  0.19111
N  -5.30462  7.43889  -3.41528
H  -5.32990  4.59111  -3.92594
C  -6.89951  -12.31652  -3.76779
H  7.91851  4.05941  3.46555
H  -1.92255  -6.93823  6.93430
C  -1.56761  -6.14296  7.58979
C  -2.75534  -4.48097  9.22872
C  -7.27426  -14.82278  -1.93762
H  -0.58395  9.93270  14.57480
C  -3.22540  6.48853  14.53143
H  9.19204  9.08762  -9.88884
C  -2.16212  -2.48323  -8.08500
H  -3.54095  6.46341  -2.44359
H  -1.35310  6.15968  12.27807
F  1.24028  -17.93968  -1.56796
C  -0.67873  0.01152  1.22393
C  -0.75251  6.95303  14.83259
C  -4.00056  -2.51323  10.30531
C  -0.01815  -1.31812  -8.51576
H  5.32209  10.93752  -10.21597
H  -6.23665  -12.46488  -2.91533
H  -8.65487  -13.56551  -3.70655
H  -0.18499  -13.84639  0.22655
H  9.60615  13.51007  -7.26370
H  -0.32391  -3.38247  -8.44125
H  -6.62540  -15.54954  -1.44887
C  -8.78259  -16.38608  -2.88508
H  4.47094  -5.50515  -8.04224
H  7.19839  12.38544  -8.89766
C  -8.80927  -15.28730  -1.84285
C  -2.45469  8.84561  14.27696
H  -4.75341  6.94281  -0.41839
H  -4.00534  -1.62612  9.67199
H  -4.15585  7.05562  14.55930
H  -5.76316  -4.18450  12.49302
H  8.49158  12.33035  -9.97434
H  -1.01485  7.79392  12.06820
H  7.38020  8.02797  -10.79758
H  -3.89007  -4.90920  11.54849
H  8.33756  1.86208  3.00214
H  -6.61444  9.20020  -5.63891
H  5.03272  -3.97369  -7.32033
H  8.40602  -2.20065  0.06372
C  -1.18636  5.67613  15.52818
H  -3.54672  9.20662  -5.14257
H  -9.53812  -12.09183  -2.32762
H  2.69240  1.38810  -10.48873
H  0.62867  -1.05974  0.02510
C  -3.59822  -15.37425  -5.37653
H  -0.49640  7.73766  15.54454
H  -6.86978  -16.99765  -3.73975
H  -7.58977  -13.77993  -5.19033
H  10.95910  4.21861  -0.28023
H  10.99788  4.13709  1.45908
H  1.88102  -3.17121  -9.51108
C  -5.03160  -3.92090  8.32691
C  11.30511  3.61045  0.55554
C  0.96608  -0.94347  -10.73758
H  1.85575  -1.30252  -11.25494
H  1.97883  -13.18827  -1.85709
C  8.66007  -1.92606  1.08752
H  6.98465  -2.76893  1.96117
H  7.41806  -1.19577  2.73445
H  -2.55149  -1.49477  -8.32882
N  9.13350  2.10450  0.91978
H  -5.23731  -4.94965  8.03118
H  -5.76271  -15.73793  -5.64888
C  10.12405  12.66486  -7.71703
C  -6.33321  6.31585  -3.04394
H  -2.96690  -14.64942  -4.86258
H  12.93646  4.61849  0.89447

Summary:
- Maximum force: 5.386 eV Å⁻¹
- Charge: +5
- Kohn-Sham gap: 2.30 eV
- HOMO: -8.16 eV
- Energy: -4628.0382 a.u.
- M: 1478.41 g/mol

Mulliken atomic charge list, values in e, 99 entries:
1 H 0.399
2 C -1.560
3 H 0.480
4 H 0.393
5 H 0.278
6 C -0.153
7 C -0.726
8 C -1.459
9 C -1.104
10 C 0.774
11 C -0.993
12 H 0.483
13 C -0.607
14 H 0.328
15 C -0.086
16 H 0.647
17 C -1.128
18 H 0.155
19 H 0.312
20 C -0.268
21 H 0.410
22 H 0.377
23 C -0.562
24 H 0.315
25 H 0.359
26 C -0.597
27 H 0.418
28 C -0.644
29 C -0.992
30 C -0.511
31 H 0.406
32 H 0.337
33 H 0.336
34 H 0.337
35 H 0.383
36 C -0.799
37 H 0.346
38 H 0.210
39 C -1.165
40 H 0.418
41 H 0.379
42 H 0.374
43 H 0.404
44 C -0.565
45 H 0.410
46 H 0.256
47 H 0.446
48 H 0.360
49 H 0.596
50 C -1.221
51 H 0.579
52 C -1.392
53 H 0.299
54 H 0.322
55 H 0.198
56 C -1.029
57 H 0.363
58 H 0.317
59 H 0.363
60 F -0.270
61 H 0.282
62 C -0.644
63 H 0.360
64 O -0.201
65 O -0.915
66 H 0.301
67 C -0.761
68 H 0.246
69 H 0.241
70 H 0.522
71 H 0.356
72 C -1.059
73 H 0.418
74 H 0.497
75 H 0.408
76 H 0.352
77 F -0.294
78 H 0.279
79 C -0.254
80 H 0.217
81 O -0.927
82 H 0.274
83 C -0.797
84 C -0.332
85 C -0.788
86 H 0.381
87 C -0.195
88 N 0.086
89 H 0.388
90 C -1.220
91 H 0.321
92 H 0.295
93 H 0.402
94 H 0.381
95 H 0.389
96 C -0.736
97 H 0.310
98 H 0.386
99 H 0.222